A | CH12N2O3 | ωB97M-V/def2-TZVPD

HOMO level (eV): -9.692
HOMO-LUMO gap (hartree): 0.3832
LUMO (eV): 0.735
Multiplicity: 1

Geometry (Å):
N 0.54657 -0.16516 -0.49243
C 0.75215 -1.27456 0.47093
N 2.11693 -1.34296 1.05450
H 1.48044 0.14649 -0.79336
H 0.03696 -0.49652 -1.32665
H 0.12304 -1.04065 1.36063
H 0.57148 -2.25833 0.00265
H 1.98087 -1.95011 1.86635
H 2.21410 -0.45903 1.57382
O 3.10419 3.12650 -1.00049
H 3.70396 2.50101 -0.58564
H 2.70288 3.50958 -0.19476
O 0.55719 2.20220 1.04658
H 0.22670 1.41192 0.62373
H -0.00916 2.90370 0.70458
O -6.69651 -2.52698 -1.79650
H -6.35247 -1.63112 -1.61852
H -7.05931 -2.65599 -0.89543

Calculated atomic charges, method Löwdin, unit e: number 1, N, carries -0.026; number 2, C, carries -0.354; number 3, N, carries -0.027; number 4, H, carries 0.081; number 5, H, carries 0.085; number 6, H, carries 0.105; number 7, H, carries 0.108; number 8, H, carries 0.063; number 9, H, carries 0.062; number 10, O, carries -0.076; number 11, H, carries 0.025; number 12, H, carries 0.034; number 13, O, carries -0.084; number 14, H, carries -0.035; number 15, H, carries 0.037; number 16, O, carries -0.081; number 17, H, carries 0.038; number 18, H, carries 0.043

***

B | CH12N2O3 | ωB97M-V/def2-TZVPD

HOMO level (eV): -9.015
HOMO-LUMO gap (hartree): 0.3564
LUMO (eV): 0.683
Multiplicity: 1

Geometry (Å):
N -0.54107 -0.72121 0.96730
C 0.73156 -1.39183 0.74681
N 1.45491 -0.82506 -0.36851
H -1.25517 -1.17476 0.42504
H -0.83686 -0.78744 1.92717
H 1.36752 -1.42724 1.63878
H 0.51152 -2.44469 0.51392
H 2.42899 -1.08682 -0.31740
H 1.42033 0.17873 -0.45732
O 1.89172 2.48144 -0.53213
H 1.04944 2.77400 -0.20229
H 2.41527 2.27674 0.24304
O 0.31049 1.91860 1.91019
H 0.11975 1.16229 1.30498
H -0.53016 2.40796 1.93798
O -3.39064 -1.89218 -2.65642
H -3.35486 -0.93207 -2.60691
H -4.33167 -2.07504 -2.72627

Calculated atomic charges, method Löwdin, unit e: number 1, N, carries -0.004; number 2, C, carries -0.375; number 3, N, carries 0.003; number 4, H, carries 0.072; number 5, H, carries 0.076; number 6, H, carries 0.108; number 7, H, carries 0.103; number 8, H, carries 0.065; number 9, H, carries 0.025; number 10, O, carries -0.058; number 11, H, carries 0.010; number 12, H, carries 0.031; number 13, O, carries -0.097; number 14, H, carries -0.005; number 15, H, carries 0.047; number 16, O, carries -0.061; number 17, H, carries 0.031; number 18, H, carries 0.030

***

Which structure loses on stability? A does.

***

A | C5H24N2O6 | ωB97M-V/def2-TZVPD

HOMO level (eV): -9.059
HOMO-LUMO gap (hartree): 0.3444
LUMO (eV): 0.312
Multiplicity: 1

Geometry (Å):
H -1.30136 -2.23818 1.33500
N -0.54575 -2.26847 2.01879
C 0.45445 -1.51798 1.81611
N 0.66398 -0.52901 0.88766
C 2.02681 0.01867 0.81479
C 2.50672 0.26750 -0.60149
C 1.68002 1.28134 -1.39722
C 1.50639 2.66944 -0.71722
H 1.22673 -1.58893 2.57568
H 0.21258 -0.70670 -0.00902
H 2.72894 -0.65013 1.32303
H 2.09291 0.95232 1.37389
H 3.57339 0.49918 -0.51954
H 2.53885 -0.62292 -1.24889
H 2.19447 1.40444 -2.34474
H 0.70652 0.88559 -1.66735
H 2.13775 2.85309 0.14136
H 1.66766 3.46289 -1.44842
H 0.43755 2.73746 -0.49888
O -1.38650 -4.03662 -0.81612
H -1.50653 -3.98601 0.13618
H -1.13157 -3.14652 -1.07968
O -0.32703 1.00207 3.37651
H -0.26879 0.04742 3.55922
H -0.26008 0.89184 2.41626
O -1.21138 -0.83880 -1.09729
H -1.16137 -1.21311 -1.99911
H -1.54228 0.05097 -1.27876
O -2.84560 1.80246 1.90679
H -3.61294 2.03529 2.43711
H -2.14707 1.60947 2.55360
O -0.59446 -2.10114 -3.51040
H -0.42797 -1.97581 -4.44971
H 0.14579 -2.63552 -3.19530
O -2.52095 1.59150 -0.44128
H -2.92164 2.35807 -0.84439
H -2.78824 1.63486 0.49280

Calculated atomic charges, method Löwdin, unit e: number 1, H, carries 0.028; number 2, N, carries 0.084; number 3, C, carries -0.363; number 4, N, carries 0.000; number 5, C, carries -0.211; number 6, C, carries -0.208; number 7, C, carries -0.243; number 8, C, carries -0.085; number 9, H, carries 0.114; number 10, H, carries 0.075; number 11, H, carries 0.113; number 12, H, carries 0.103; number 13, H, carries 0.113; number 14, H, carries 0.111; number 15, H, carries 0.095; number 16, H, carries 0.080; number 17, H, carries 0.064; number 18, H, carries 0.064; number 19, H, carries 0.062; number 20, O, carries -0.053; number 21, H, carries 0.017; number 22, H, carries -0.014; number 23, O, carries -0.061; number 24, H, carries 0.038; number 25, H, carries 0.013; number 26, O, carries -0.080; number 27, H, carries 0.014; number 28, H, carries 0.021; number 29, O, carries -0.007; number 30, H, carries 0.086; number 31, H, carries 0.050; number 32, O, carries -0.036; number 33, H, carries 0.061; number 34, H, carries 0.063; number 35, O, carries -0.074; number 36, H, carries 0.035; number 37, H, carries -0.068

***

B | C5H24N2O6 | ωB97M-V/def2-TZVPD

HOMO level (eV): -8.680
HOMO-LUMO gap (hartree): 0.3417
LUMO (eV): 0.618
Multiplicity: 1

Geometry (Å):
C 0.18386 2.70024 2.70244
C -0.04319 1.83517 1.73424
C 0.46209 0.44703 1.76600
C -0.55026 -0.57473 1.16190
N -1.85444 -0.45873 1.86887
C 0.02900 -2.02136 1.24119
N 0.55005 -2.50843 -0.03132
H 0.72098 2.48318 3.57390
H -0.20055 3.68194 2.69649
H -0.56009 2.11092 0.81469
H 1.36666 0.38802 1.17826
H 0.80486 0.15884 2.76298
H -0.76621 -0.32325 0.09320
H -1.78455 -0.18400 2.85757
H -2.44551 -1.30121 1.82018
H -0.72649 -2.77521 1.60077
H 0.86741 -2.06141 2.01119
H 1.30145 -1.92185 -0.38519
H -0.12677 -2.55318 -0.80419
O -1.06086 -1.38860 -2.41879
H -0.18965 -1.49175 -2.76695
H -1.60964 -1.61018 -3.11823
O -2.91073 1.53914 -0.04112
H -2.85724 2.34969 0.41463
H -2.68759 0.83757 0.62807
O 1.47078 1.66410 -0.85001
H 0.50516 1.48335 -1.13755
H 1.74427 2.43194 -1.36102
O 2.89254 -0.52736 -1.34907
H 3.43357 -0.69265 -0.60765
H 2.36446 0.23221 -1.20963
O 1.46224 -1.81736 -3.20666
H 2.00878 -1.49309 -2.45718
H 1.92017 -1.47029 -3.99535
O -0.97935 1.23371 -1.85023
H -1.00968 0.24362 -2.08307
H -1.72551 1.35396 -1.25338

Calculated atomic charges, method Löwdin, unit e: number 1, C, carries 0.017; number 2, C, carries -0.198; number 3, C, carries -0.181; number 4, C, carries -0.351; number 5, N, carries 0.013; number 6, C, carries -0.237; number 7, N, carries 0.000; number 8, H, carries 0.041; number 9, H, carries 0.039; number 10, H, carries 0.088; number 11, H, carries 0.094; number 12, H, carries 0.119; number 13, H, carries 0.114; number 14, H, carries 0.093; number 15, H, carries 0.090; number 16, H, carries 0.113; number 17, H, carries 0.122; number 18, H, carries 0.030; number 19, H, carries 0.053; number 20, O, carries -0.013; number 21, H, carries -0.013; number 22, H, carries 0.039; number 23, O, carries -0.054; number 24, H, carries 0.028; number 25, H, carries 0.032; number 26, O, carries -0.092; number 27, H, carries 0.035; number 28, H, carries 0.065; number 29, O, carries -0.024; number 30, H, carries 0.048; number 31, H, carries -0.030; number 32, O, carries -0.068; number 33, H, carries 0.003; number 34, H, carries 0.075; number 35, O, carries -0.101; number 36, H, carries 0.032; number 37, H, carries -0.019

***

Which structure loses on stability? A does.

***

A | C2H2F3OP | ωB97M-V/def2-TZVPD

HOMO level (eV): -10.162
HOMO-LUMO gap (hartree): 0.3763
LUMO (eV): 0.079
Multiplicity: 1

Geometry (Å):
O 0.01981 -1.86766 0.10769
C -0.02767 -0.70560 -0.04434
P -1.54464 0.04757 -0.67476
C 1.16390 0.21809 0.06968
F 0.96091 1.32240 -0.73906
F 1.09652 0.68975 1.34798
F 2.35854 -0.26716 -0.20699
H -1.66500 1.26759 -0.00847
H -2.36237 -0.70498 0.14827

Calculated atomic charges, method Löwdin, unit e: number 1, O, carries 0.094; number 2, C, carries -0.633; number 3, P, carries 0.923; number 4, C, carries -0.592; number 5, F, carries 0.065; number 6, F, carries 0.126; number 7, F, carries 0.189; number 8, H, carries -0.087; number 9, H, carries -0.086

***

B | C2H2F3OP | ωB97M-V/def2-TZVPD

HOMO level (eV): -9.030
HOMO-LUMO gap (hartree): 0.3391
LUMO (eV): 0.198
Multiplicity: 1

Geometry (Å):
C 0.73954 -0.93211 1.29896
C 0.94922 0.58698 2.63245
O 1.23081 -1.96748 1.61727
F 1.54058 0.05465 3.70616
F 1.61366 1.49691 2.03516
F -0.28878 1.03809 2.92446
P -0.51024 -0.36598 0.01440
H 0.67513 0.08859 -0.70034
H -0.71004 1.09666 0.35128

Calculated atomic charges, method Löwdin, unit e: number 1, C, carries -0.512; number 2, C, carries -0.600; number 3, O, carries 0.042; number 4, F, carries 0.131; number 5, F, carries 0.170; number 6, F, carries 0.084; number 7, P, carries 0.820; number 8, H, carries -0.075; number 9, H, carries -0.060

***

Which structure loses on stability? B does.

***

A | BH4N | ωB97M-V/def2-TZVPD

HOMO level (spin up / spin down) (eV): -10.438 / -10.224
HOMO-LUMO gap (spin up / spin down) (hartree): 0.3528 / 0.3470
LUMO (spin up / spin down) (eV): -0.839 / -0.783
Multiplicity: 1

Geometry (Å):
B -0.48151 -0.58781 -0.32088
N 0.33255 0.08560 0.54144
H -1.25354 -1.34434 0.02233
H -0.43530 -0.24271 -1.34302
H 0.61532 0.60231 1.34710
H 1.22247 1.48695 -0.24696

Calculated atomic charges, method Löwdin, unit e: number 1, B, carries -0.303; number 2, N, carries 0.095; number 3, H, carries 0.008; number 4, H, carries -0.022; number 5, H, carries -0.011; number 6, H, carries 0.233

***

B | BH4N | ωB97M-V/def2-TZVPD

HOMO level (eV): -10.853
HOMO-LUMO gap (hartree): 0.4299
LUMO (eV): 0.844
Multiplicity: 1

Geometry (Å):
B -1.83752 0.29215 0.12833
N -0.64626 -0.08028 0.10441
H 0.37167 0.06138 0.19072
H -2.94383 0.50464 0.34861
H 2.87195 -0.62894 -0.38691
H 2.18399 -0.14896 -0.38515

Calculated atomic charges, method Löwdin, unit e: number 1, B, carries -0.154; number 2, N, carries 0.130; number 3, H, carries -0.034; number 4, H, carries -0.006; number 5, H, carries 0.055; number 6, H, carries 0.009

***

Which structure loses on stability? A does.